Here is a molecular structure, C36H37Cl2F2HgMnN7O2P in a non-equilibrium geometry from the Open Molecules 2025 dataset. Energies are from wB97M-V/def2-TZVPD.

Atoms and positions in Å:
1 Mn 4.1127 -2.3606 -0.1323
2 Hg -0.1385 2.1747 -2.6488
3 O 0.8966 0.5334 -1.5848
4 P 1.1224 -0.7121 -0.7933
5 O 2.4673 -1.2598 -0.5345
6 F 0.2145 -1.9297 -1.4347
7 F 0.3718 -0.5464 0.6397
8 N 2.6767 1.9233 0.8670
9 C 2.3691 1.6089 2.1138
10 C 2.6667 2.3684 3.2359
11 C 3.5506 3.4633 3.1022
12 C 3.8790 3.8542 1.8545
13 C 3.4985 3.0586 0.7643
14 H 1.8042 0.6939 2.2142
15 H 2.3002 2.0553 4.2023
16 H 3.8364 4.0296 3.9763
17 H 4.5299 4.7067 1.7279
18 H 3.8462 3.4388 -0.1849
19 N -2.1420 1.0066 -2.1280
20 C -2.6808 0.7088 -0.9172
21 C -3.9354 0.1283 -0.7776
22 C -4.6918 -0.2029 -1.9567
23 C -4.1129 0.0141 -3.2027
24 C -2.9369 0.6873 -3.2605
25 H -2.1384 0.9343 -0.0109
26 H -4.3734 -0.0616 0.1912
27 H -5.6948 -0.6012 -1.9145
28 H -4.6546 -0.0911 -4.1311
29 H -2.5608 1.0186 -4.2172
30 N 2.6818 -4.0585 0.2323
31 C 2.7009 -4.8376 1.3280
32 C 1.9968 -6.0017 1.4781
33 C 1.1329 -6.4045 0.4619
34 C 1.0976 -5.6857 -0.7273
35 C 1.8288 -4.5226 -0.7452
36 H 3.3961 -4.5717 2.1106
37 H 2.1422 -6.7131 2.2775
38 H 0.6226 -7.3471 0.5938
39 H 0.5482 -5.9424 -1.6210
40 H 1.7864 -3.9919 -1.6849
41 N -2.3443 0.4227 2.6433
42 C -1.1894 0.0800 3.2391
43 C -0.8199 0.4887 4.5076
44 C -1.6564 1.3886 5.1659
45 C -2.7928 1.8302 4.5307
46 C -3.1760 1.2943 3.2885
47 H -0.5895 -0.5974 2.6495
48 H 0.1170 0.1623 4.9343
49 H -1.3063 1.7039 6.1377
50 H -3.4708 2.5088 5.0268
51 H -4.1098 1.6220 2.8560
52 N 1.9163 3.0042 -3.0861
53 C 2.0082 4.3034 -3.4457
54 C 3.1653 4.9698 -3.7489
55 C 4.3561 4.2171 -3.7158
56 C 4.3644 2.8957 -3.2791
57 C 3.1587 2.3367 -3.0000
58 H 1.0579 4.7872 -3.6164
59 H 3.0988 5.9910 -4.0941
60 H 5.2805 4.6651 -4.0494
61 H 5.2597 2.2917 -3.2710
62 H 3.1041 1.2795 -2.7863
63 N -1.3864 -4.8743 -2.8566
64 C -2.0777 -5.9823 -2.5150
65 C -3.3089 -5.9282 -1.8534
66 C -3.7700 -4.6782 -1.3957
67 C -3.0418 -3.5409 -1.7079
68 C -1.8875 -3.6672 -2.4465
69 H -1.6556 -6.9384 -2.7873
70 H -3.8057 -6.8705 -1.6756
71 H -4.7287 -4.6153 -0.9023
72 H -3.3329 -2.5491 -1.3950
73 H -1.3425 -2.7920 -2.7683
74 N -0.0809 3.4253 -0.5628
75 C -0.3277 2.9083 0.6729
76 C -0.3615 3.6274 1.8644
77 C -0.0971 5.0226 1.7834
78 C 0.2618 5.5842 0.5633
79 C 0.2115 4.7802 -0.5433
80 H -0.5278 1.8475 0.7048
81 H -0.5386 3.1402 2.8119
82 H -0.0474 5.4978 2.7520
83 H 0.5333 6.6214 0.4333
84 H 0.6681 5.0865 -1.4729
85 C -1.7265 -3.3893 1.3851
86 Cl -3.1134 -4.5074 1.6679
87 Cl -0.6318 -3.3732 2.7753
88 H -1.1753 -3.6564 0.4835
89 H -2.1580 -2.3896 1.3351

Cartesian forces, eV/Å:
-2.2325 -0.4236 0.1127
-0.3036 0.6118 1.1237
1.0539 -2.9198 1.2174
-3.7516 1.4602 0.4815
1.9111 -0.7899 0.0405
1.4373 1.7255 1.1551
1.2194 -0.6959 -2.4507
2.6985 2.2388 -0.7249
-0.5398 0.1179 0.4274
1.2262 0.2663 0.0134
-2.1815 -1.0426 1.7517
0.7795 -0.5483 -1.7242
-1.4372 -0.6285 0.8246
-0.3189 -0.0878 0.2228
0.0814 -0.0257 0.0828
0.1137 0.0175 0.0502
-0.0091 0.0662 -0.3152
-0.3355 -0.5696 -0.5286
-1.6982 -0.2265 -2.0192
0.1606 -0.0114 -0.6299
-1.2355 -0.5781 -2.0485
1.2569 0.2641 1.3373
-0.8488 0.6855 0.3233
2.4955 0.7449 1.7703
0.2254 0.1128 -0.0630
0.2186 0.1401 0.1657
-0.0627 -0.0644 0.2919
-0.1281 -0.3755 0.0178
0.2309 -0.0206 0.0093
-0.7046 -0.8184 -0.7728
1.2197 0.1497 0.6832
-0.8893 -0.6915 -0.7773
0.4788 -0.5476 -0.0330
0.0982 0.5280 1.1099
1.0062 0.8250 -0.8043
0.0858 0.2025 0.1137
0.0938 0.5209 0.4821
-0.1975 -0.0466 -0.1428
-0.0138 -0.1532 0.1735
0.2689 0.4917 0.0614
-0.9684 0.9013 0.0418
-0.7854 -0.0086 -0.1889
-0.2243 0.3386 -0.4666
1.1945 -0.5006 -0.1303
-1.1644 -0.2218 -0.2488
2.2413 -0.4915 0.7497
0.1966 -0.0166 0.2166
-0.0292 -0.0926 0.1391
-0.5109 0.3514 0.1650
0.0253 0.1547 0.0308
0.0022 -0.2793 -0.3646
2.5442 -0.2136 -0.4764
-1.2382 -0.6185 -0.2153
1.1991 -1.0747 -0.0728
-0.1324 1.1002 0.0177
-0.4056 0.7900 -0.4963
-2.8912 -0.4177 0.1342
-0.0727 0.2482 0.1659
0.2469 0.0107 0.0247
0.0791 0.1453 0.0339
0.0297 0.0872 0.0572
-0.2638 0.0323 0.2591
-1.0294 -0.7590 1.1841
2.2229 2.0608 -1.9760
-1.0820 0.3851 0.6566
-0.2930 0.5347 -0.3912
-1.5365 -0.6449 1.5658
1.7287 -1.7486 -1.5094
0.2411 -0.1252 0.0472
-0.3255 0.0515 0.2845
0.0147 0.0350 0.1245
-0.3200 0.0080 -0.0098
-0.0533 -0.0055 -0.2682
-0.0246 1.7997 1.9798
-0.4238 -0.1363 -0.6171
0.4368 1.4979 -1.4334
0.2191 -1.9221 0.7519
-0.6564 -0.0923 0.3889
0.7769 -2.2067 -1.0702
0.0992 -0.1139 0.0093
-0.0976 -0.0642 -0.0403
-0.0925 0.7272 -0.2401
0.0606 0.0289 0.1924
-0.5239 0.5932 -0.1164
-0.6363 0.2001 0.6466
0.6767 0.2492 -0.2053
0.1075 -0.2644 -0.2805
-0.1295 -0.1462 0.1179
0.0958 -0.0702 -0.1763

**Molecular weight**: 995.1 g mol⁻¹
**Net charge**: +4
**E_HOMO (spin up / spin down)**: -17.4 / -17.4 eV
**Spin multiplicity**: 7

Löwdin atomic charge list, values in e, 4 entries: 1.4170, 1.2234, -0.3912, 0.3738